(1)
C8H9NO2 | wB97M-V/def2-TZVPD

Geometry (Å):
1 O -1.8128 -2.2956 1.3339
2 O -2.9552 -0.7346 -0.0038
3 N 0.6261 -0.4420 0.2295
4 C -1.2394 1.0292 -0.4827
5 C 0.8743 -1.1243 -0.9210
6 C -2.0067 -1.2296 0.8123
7 C -2.7957 0.6545 -0.3361
8 C 2.1713 -1.7077 -0.8709
9 C 1.7067 -0.6479 1.0691
10 C 2.6980 -1.4908 0.4519
11 C -0.5388 0.2498 0.6400
12 H 1.7648 -0.3674 2.1042
13 H 3.6600 -1.7107 0.6250
14 H 2.5442 -2.5292 -1.4458
15 H -3.1562 0.8667 -1.3599
16 H -3.1636 1.1115 0.5253
17 H -0.3918 0.8221 1.5543
18 H -0.7196 0.8607 -1.4967
19 H 0.2803 -1.0502 -1.8106
20 H -1.4137 2.1407 -0.3643

Cartesian forces, eV/Å:
-0.2 0.4 -2.1
0.5 -2.0 -1.6
0.0 0.5 1.6
-1.3 -0.3 0.2
2.2 -1.0 -1.5
-2.8 -0.3 3.7
3.1 -1.3 -2.1
-2.2 0.1 1.8
2.9 -2.1 0.1
-6.1 3.2 -1.8
4.0 3.0 -2.9
-0.5 0.5 0.0
3.1 -0.8 1.6
0.1 0.2 -1.0
-1.0 -0.2 1.1
-1.0 1.7 0.8
-0.2 -0.7 0.3
-1.3 0.0 1.5
-0.5 0.0 0.1
1.3 -0.9 0.2

Results
**HOMO (spin up / spin down)**: -5.01 / -8.30 eV
**<S²>**: 2.0108
**Spin multiplicity**: 3
**Relative energy (zero: lowest compared OMol25 entry of this formula, charge and spin)**: 78.28 kcal/mol
**LUMO energy (spin up / spin down)**: 0.79 / -2.29 eV

Calculated atomic charges, method Mulliken, unit e: atom 1 (O): -0.36, atom 2 (O): -0.26, atom 3 (N): 0.27, atom 4 (C): -0.57, atom 5 (C): -0.21, atom 6 (C): 0.22, atom 7 (C): -0.45, atom 8 (C): -0.67, atom 9 (C): -0.48, atom 10 (C): -0.55, atom 11 (C): -0.20, atom 12 (H): 0.31, atom 13 (H): 0.50, atom 14 (H): 0.36, atom 15 (H): 0.34, atom 16 (H): 0.43, atom 17 (H): 0.41, atom 18 (H): 0.27, atom 19 (H): 0.35, atom 20 (H): 0.29

(2)
C8H9NO5 | wB97M-V/def2-TZVPD

Geometry (Å):
1 O 1.9040 -1.8345 -0.9006
2 O 0.8152 3.1610 0.7893
3 O 2.2948 0.3709 -0.6534
4 O -2.8702 0.6897 1.4516
5 O -1.1273 2.1415 1.3984
6 N -2.5287 -1.5345 -0.3938
7 C -1.8236 1.0304 0.9429
8 C 0.0382 1.1725 -0.3383
9 C 1.1904 1.0300 -1.2664
10 C 0.0099 2.2808 0.6458
11 C 1.8957 -1.0043 1.3239
12 C -1.0540 0.4298 -0.1808
13 C -1.4256 -0.7695 -0.9711
14 C 2.0138 -0.8769 -0.1627
15 H 0.8796 -1.2807 1.5691
16 H -2.6534 -1.3674 0.5896
17 H 2.1334 -0.0772 1.8245
18 H 1.5509 2.0219 -1.4924
19 H -0.5539 -1.3947 -1.1281
20 H 2.5393 -1.7987 1.6658
21 H -2.4126 -2.5163 -0.5579
22 H 0.9114 0.5519 -2.1976
23 H -1.7273 -0.4258 -1.9581

Cartesian forces, eV/Å:
-0.1 1.2 0.6
-0.9 -0.7 0.1
-0.1 0.0 0.5
1.9 0.6 -0.8
-0.3 0.0 0.2
0.0 0.3 -0.2
-1.8 -0.2 1.0
0.1 0.1 0.2
0.1 0.2 -0.3
0.9 0.6 -0.1
0.2 0.5 -0.1
0.3 -0.1 -0.1
-0.7 -0.5 0.1
0.1 -1.6 -1.0
-0.3 -0.1 0.0
-0.1 0.0 0.2
0.1 0.2 0.1
0.2 0.3 -0.1
0.4 0.0 0.0
0.2 -0.3 0.1
0.0 -0.3 0.0
-0.1 -0.3 -0.1
0.0 0.2 -0.3

Results
**SMILES**: CC(=O)OCC1=C(CN)C(=O)OC1=O
**HOMO**: -9.74 eV
**Spin multiplicity**: 1
**Relative energy (zero: lowest compared OMol25 entry of this formula, charge and spin)**: 0.00 kcal/mol
**LUMO energy**: -1.34 eV

Calculated atomic charges, method Mulliken, unit e: atom 1 (O): -0.55, atom 2 (O): -0.54, atom 3 (O): -0.37, atom 4 (O): -0.54, atom 5 (O): -0.31, atom 6 (N): -0.64, atom 7 (C): 0.24, atom 8 (C): 0.56, atom 9 (C): -0.82, atom 10 (C): 0.44, atom 11 (C): -0.99, atom 12 (C): 0.28, atom 13 (C): -0.18, atom 14 (C): 0.74, atom 15 (H): 0.26, atom 16 (H): 0.21, atom 17 (H): 0.35, atom 18 (H): 0.40, atom 19 (H): 0.28, atom 20 (H): 0.35, atom 21 (H): 0.23, atom 22 (H): 0.33, atom 23 (H): 0.28

(3)
C8H9NO6 | wB97M-V/def2-TZVPD

Geometry (Å):
1 O 1.2286 -3.5490 1.2908
2 O -0.9955 -2.5357 2.4901
3 O -1.2669 3.6796 -1.7714
4 O 0.3370 4.5661 -0.6567
5 O -1.4921 0.9329 -1.8178
6 O 0.7191 -0.4510 -0.5544
7 N -0.2766 3.6219 -1.0783
8 C -1.0092 -0.6733 1.0376
9 C -0.9304 1.2664 -0.5795
10 C 1.2481 -1.6267 -0.1410
11 C 0.7295 -2.3799 0.8549
12 C -0.4924 -1.9267 1.5690
13 C 2.3763 -4.0720 0.6646
14 C 0.2249 2.2797 -0.7268
15 C -0.4009 -0.0158 0.0327
16 H 2.5809 -5.0144 1.1688
17 H -1.9126 -0.2886 1.4807
18 H 3.2343 -3.4023 0.7806
19 H -1.8565 1.7409 -2.2130
20 H 2.2001 -4.2573 -0.3995
21 H -1.6935 1.6839 0.0958
22 H 0.8758 1.9449 -1.5407
23 H 2.1316 -1.8735 -0.7089
24 H 0.8094 2.3669 0.1905

Cartesian forces, eV/Å:
-0.3 0.1 0.1
0.0 0.0 0.0
-0.6 0.2 -0.4
0.2 0.5 0.1
-0.2 -0.1 -0.4
-0.1 0.2 -0.2
0.3 -0.1 0.3
0.2 0.2 -0.2
0.3 0.2 0.2
0.2 -0.6 0.3
0.0 0.2 -0.2
0.2 0.0 -0.1
0.2 -0.1 -0.1
0.1 -1.1 0.3
-0.7 0.2 0.3
0.0 0.1 -0.1
-0.1 0.1 0.0
0.0 0.0 0.0
0.2 -0.1 0.2
0.0 0.0 0.0
0.2 -0.1 0.0
-0.1 0.2 0.1
0.0 0.0 0.0
-0.1 0.1 -0.1

Results
**SMILES**: COc1coc([C@H](O)C[N+](=O)[O-])cc1=O
**HOMO**: -9.20 eV
**Spin multiplicity**: 1
**LUMO energy**: -0.18 eV

Calculated atomic charges, method Mulliken, unit e: atom 1 (O): -0.35, atom 2 (O): -0.64, atom 3 (O): -0.62, atom 4 (O): -0.58, atom 5 (O): -0.54, atom 6 (O): -0.32, atom 7 (N): 1.08, atom 8 (C): -0.24, atom 9 (C): -0.11, atom 10 (C): -0.52, atom 11 (C): 0.49, atom 12 (C): 0.39, atom 13 (C): -0.87, atom 14 (C): -0.82, atom 15 (C): 0.38, atom 16 (H): 0.22, atom 17 (H): 0.42, atom 18 (H): 0.36, atom 19 (H): 0.42, atom 20 (H): 0.36, atom 21 (H): 0.39, atom 22 (H): 0.29, atom 23 (H): 0.43, atom 24 (H): 0.39

(4)
C8H9NOS | wB97M-V/def2-TZVPD

Geometry (Å):
1 S 2.3790 -1.3871 -0.3283
2 O 2.7827 -1.8071 1.0355
3 N -1.9698 1.2775 -2.3323
4 C 1.1618 0.1969 2.5060
5 C -1.3901 -0.7718 -1.3539
6 C 0.0758 1.0625 -1.3541
7 C -0.8051 1.7860 -2.0559
8 C 0.8382 -0.9195 -0.2829
9 C 0.1641 -0.7881 2.0379
10 C -0.1585 -0.2161 -0.9681
11 C -2.2439 0.0199 -2.0734
12 H -3.2598 -0.4644 -2.4165
13 H 1.0876 0.4570 3.5971
14 H -0.7849 -0.2392 1.7460
15 H 2.2368 -0.1288 2.4579
16 H 1.0476 1.5995 -1.1406
17 H -1.7334 -1.7974 -1.0884
18 H 1.0434 1.1545 1.8976
19 H 0.2457 -1.8840 2.2535
20 H -0.7172 2.8496 -2.1370

Cartesian forces, eV/Å:
-1.6 0.2 0.6
0.7 -0.3 -0.5
-2.3 0.6 -1.9
1.6 1.2 0.4
-0.2 -1.3 0.6
4.0 2.1 0.5
-1.6 0.6 0.8
0.7 -0.8 3.8
0.3 0.2 -3.0
-0.6 -1.3 -1.1
-1.9 -1.3 -0.3
2.0 1.4 0.6
-0.6 -0.1 -0.8
0.8 -1.6 0.5
-1.2 0.0 -0.3
-1.0 -1.1 0.1
0.7 0.8 -0.2
0.2 -1.1 1.0
-0.4 1.3 -0.1
0.4 0.5 -0.6

Results
**HOMO**: -8.52 eV
**Spin multiplicity**: 1
**Relative energy (zero: lowest compared OMol25 entry of this formula, charge and spin)**: 129.77 kcal/mol
**LUMO energy**: -0.77 eV

Calculated atomic charges, method Mulliken, unit e: atom 1 (S): 0.25, atom 2 (O): -0.55, atom 3 (N): -0.60, atom 4 (C): -0.70, atom 5 (C): -0.29, atom 6 (C): -0.13, atom 7 (C): -0.39, atom 8 (C): -0.46, atom 9 (C): -0.44, atom 10 (C): 0.76, atom 11 (C): -0.11, atom 12 (H): 0.24, atom 13 (H): 0.33, atom 14 (H): 0.31, atom 15 (H): 0.26, atom 16 (H): 0.28, atom 17 (H): 0.33, atom 18 (H): 0.20, atom 19 (H): 0.32, atom 20 (H): 0.39

(5)
C8H9NOS | wB97M-V/def2-TZVPD

Geometry (Å):
1 S 1.5993 3.1917 0.2348
2 O 0.0539 2.8346 -0.4157
3 N -0.7542 -0.8429 -2.2584
4 C -0.9746 -1.7000 -3.3280
5 C -0.0881 -0.5458 0.1849
6 C -0.6378 -0.1249 2.5200
7 C -0.9761 -0.4384 1.1927
8 C 1.5735 0.2055 1.6677
9 C 0.6506 0.2296 2.7501
10 C 1.2625 -0.1325 0.3925
11 C -0.4804 -0.8209 -1.0989
12 H -0.2247 -1.5086 -4.0067
13 H 1.1261 0.6714 3.6285
14 H 2.6395 0.3222 2.0521
15 H -1.2849 -0.2240 3.2762
16 H -0.5175 3.6579 -0.3872
17 H -2.0083 -1.6688 -3.7470
18 H -0.8723 -2.7401 -2.9917
19 H 1.8974 -0.0182 -0.5162
20 H -1.9839 -0.3480 0.8501

Cartesian forces, eV/Å:
-2.0 -0.1 -0.9
1.0 1.5 0.6
-0.7 2.3 0.6
-1.9 -2.5 0.9
1.9 0.9 -2.3
1.8 -0.1 -3.2
-2.2 0.4 2.4
2.2 -0.1 1.6
2.1 0.5 -0.5
0.2 -0.4 -0.8
0.3 -0.9 0.1
1.3 0.4 -2.0
-0.9 -0.7 0.3
-1.3 0.4 -1.2
-2.7 0.1 2.5
1.1 -1.2 0.2
0.9 0.6 0.2
0.2 -0.2 -0.1
-0.1 -0.3 1.2
-0.9 -0.7 0.4

Results
**HOMO (spin up / spin down)**: -8.58 / -5.49 eV
**Spin multiplicity**: 1
**Relative energy (zero: lowest compared OMol25 entry of this formula, charge and spin)**: 137.14 kcal/mol
**LUMO energy (spin up / spin down)**: 0.29 / -1.53 eV

Calculated atomic charges, method Mulliken, unit e: atom 1 (S): 0.04, atom 2 (O): -0.40, atom 3 (N): -0.13, atom 4 (C): -0.78, atom 5 (C): 0.70, atom 6 (C): -0.77, atom 7 (C): -0.46, atom 8 (C): -0.48, atom 9 (C): -0.33, atom 10 (C): -0.46, atom 11 (C): 0.09, atom 12 (H): 0.30, atom 13 (H): 0.35, atom 14 (H): 0.25, atom 15 (H): 0.53, atom 16 (H): 0.35, atom 17 (H): 0.25, atom 18 (H): 0.34, atom 19 (H): 0.30, atom 20 (H): 0.33